Computed, not measured: C50H47Br2N3O5PSiTa as an isolated structure, with wB97M-V/def2-TZVPD.

Properties
**Energy**: -8309.6729 Ha
**E_HOMO**: -13.09 eV
**Lowest unoccupied orbital energy**: -6.209 eV
**Charge**: +2
**Energy above the lowest of the compared OMol25 structures with the same formula, charge and spin**: 32.0 kcal/mol

Each line ends with the Löwdin charge.
Element x y z (Å)
Ta (0.612, -0.039, 0.045)  1.87
C (2.331, -3.138, 4.153)  -0.04
C (1.324, -2.712, 3.079)  -0.38
C (0.059, -3.559, 3.127)  -0.03
C (1.072, -1.206, 3.224)  -0.25
C (0.533, -0.904, 4.627)  -0.06
O (-0.595, -0.049, 4.400)  0.03
C (-0.793, 0.069, 3.094)  -0.30
N (0.070, -0.523, 2.325)  0.05
C (-1.994, 0.894, 2.808)  -0.13
C (-2.521, 1.595, 3.897)  0.01
C (-3.684, 2.336, 3.781)  -0.03
C (-4.363, 2.369, 2.575)  -0.03
C (-3.846, 1.686, 1.485)  -0.07
C (-2.660, 0.967, 1.579)  -0.28
P (-2.107, 0.133, 0.060)  1.09
C (-2.462, 1.320, -1.262)  -0.35
C (-2.245, 2.684, -1.041)  -0.10
C (-2.383, 3.589, -2.079)  -0.05
C (-2.751, 3.145, -3.344)  -0.05
C (-2.981, 1.797, -3.564)  -0.05
C (-2.831, 0.881, -2.531)  -0.09
C (-3.256, -1.260, -0.034)  -0.35
C (-4.520, -1.161, -0.608)  -0.07
C (-5.382, -2.247, -0.559)  -0.05
C (-4.996, -3.420, 0.075)  -0.05
C (-3.746, -3.509, 0.673)  -0.05
C (-2.880, -2.431, 0.619)  -0.11
H (2.584, -4.190, 4.023)  0.09
H (1.937, -3.029, 5.165)  0.09
H (3.257, -2.561, 4.086)  0.09
H (1.815, -2.895, 2.133)  0.10
H (-0.426, -3.533, 4.105)  0.09
H (0.305, -4.601, 2.921)  0.09
H (-0.658, -3.237, 2.375)  0.05
H (2.021, -0.686, 3.069)  0.11
H (1.234, -0.389, 5.280)  0.14
H (0.158, -1.790, 5.132)  0.12
H (-2.020, 1.555, 4.852)  0.13
H (-4.066, 2.871, 4.640)  0.12
H (-5.286, 2.924, 2.477)  0.12
H (-4.372, 1.725, 0.540)  0.12
H (-1.996, 3.044, -0.051)  0.10
H (-2.221, 4.643, -1.896)  0.11
H (-2.871, 3.855, -4.152)  0.12
H (-3.281, 1.448, -4.544)  0.12
H (-3.005, -0.170, -2.722)  0.10
H (-4.841, -0.248, -1.092)  0.11
H (-6.361, -2.173, -1.013)  0.12
H (-5.674, -4.263, 0.110)  0.12
H (-3.446, -4.418, 1.178)  0.12
H (-1.898, -2.501, 1.071)  0.07
Br (0.761, -5.051, -0.589)  0.89
C (2.212, -3.895, -0.340)  -0.58
C (3.535, -4.390, -0.412)  -0.13
C (4.609, -3.581, -0.172)  -0.61
Br (6.347, -4.295, -0.252)  0.86
C (4.421, -2.208, 0.151)  -0.17
C (5.429, -1.287, 0.498)  0.03
C (5.091, 0.003, 0.826)  0.00
C (3.754, 0.402, 0.782)  -0.12
N (2.777, -0.438, 0.469)  0.00
C (3.101, -1.735, 0.164)  -0.16
C (1.991, -2.571, -0.076)  -0.39
O (0.800, -1.995, 0.141)  -0.30
H (3.687, -5.435, -0.644)  0.11
H (6.462, -1.606, 0.510)  0.10
H (5.845, 0.726, 1.099)  0.13
H (3.471, 1.423, 0.994)  0.10
O (1.875, 2.811, 4.222)  0.11
C (2.160, 2.078, 3.422)  0.05
O (1.502, 1.797, -0.458)  -0.18
C (0.785, 2.505, 0.345)  -0.53
O (0.007, 1.815, 1.078)  -0.15
C (0.873, 3.948, 0.401)  -0.15
C (0.090, 4.641, 1.329)  0.00
C (0.163, 6.020, 1.378)  -0.04
C (1.007, 6.698, 0.504)  -0.03
C (1.782, 6.008, -0.422)  -0.04
C (1.720, 4.628, -0.476)  0.01
H (-0.561, 4.092, 1.998)  0.12
H (-0.432, 6.571, 2.094)  0.12
H (1.062, 7.778, 0.546)  0.12
H (2.430, 6.550, -1.096)  0.12
H (2.313, 4.073, -1.191)  0.12
C (2.282, -1.083, -4.100)  -0.14
Si (1.834, 0.376, -3.025)  0.52
C (3.503, 0.801, -2.292)  -0.17
C (1.233, 1.956, -3.823)  -0.14
N (0.473, -0.253, -1.883)  -0.21
C (-0.442, -1.091, -2.635)  -0.35
C (-1.075, -2.195, -2.067)  -0.09
C (-1.986, -2.953, -2.793)  -0.06
C (-2.268, -2.647, -4.111)  -0.05
C (-1.624, -1.567, -4.699)  -0.06
C (-0.733, -0.799, -3.972)  -0.10
H (3.230, -0.844, -4.587)  0.05
H (1.566, -1.371, -4.863)  0.04
H (2.461, -1.953, -3.460)  0.05
H (4.034, 1.202, -3.162)  0.06
H (4.067, -0.079, -1.978)  0.04
H (3.531, 1.567, -1.525)  0.02
H (2.100, 2.495, -4.213)  0.05
H (0.768, 2.585, -3.058)  0.03
H (0.518, 1.855, -4.638)  0.03
H (-0.857, -2.495, -1.059)  0.04
H (-2.472, -3.789, -2.306)  0.11
H (-2.973, -3.241, -4.678)  0.12
H (-1.828, -1.307, -5.730)  0.12
H (-0.305, 0.064, -4.454)  0.08

=====

Computed, not measured: C3H12AgClN2O3 as an isolated structure at a distorted geometry, with wB97M-V/def2-TZVPD.

Properties
**Energy**: -1063.5468 Ha
**E_HOMO (spin up / spin down)**: -12.22 / -12.22 eV
**Lowest unoccupied orbital energy (spin up / spin down)**: -5.162 / -8.778 eV
**Spin multiplicity**: 2
**Charge**: +1
**Energy above the lowest of the compared OMol25 structures with the same formula, charge and spin**: 0.0 kcal/mol
**⟨S²⟩**: 0.758

Each line ends with the Löwdin charge.
Element x y z (Å)
Ag (-0.363, -6.007, -9.322)  0.63
Cl (-0.314, -3.585, -10.096)  -0.08
C (3.006, -1.811, -10.809)  -0.17
O (2.757, -2.462, -9.561)  -0.16
H (2.436, -0.870, -10.851)  0.07
H (4.054, -1.562, -10.917)  0.08
H (2.632, -2.424, -11.637)  0.06
H (1.857, -2.800, -9.623)  -0.07
C (-0.522, -1.258, -6.843)  -0.16
O (-0.818, -2.644, -6.710)  -0.15
H (0.165, -1.026, -7.656)  0.07
H (-1.433, -0.651, -6.894)  0.08
H (-0.070, -0.962, -5.895)  0.08
H (-1.088, -2.953, -7.580)  -0.01
C (-1.457, -3.646, -14.280)  -0.49
O (-1.553, -2.894, -15.314)  0.32
N (-0.953, -3.077, -13.183)  0.25
N (-1.898, -4.904, -14.264)  0.24
H (-0.482, -2.187, -13.277)  0.15
H (-1.043, -3.480, -12.244)  -0.02
H (-2.280, -5.318, -15.100)  0.15
H (-1.789, -5.460, -13.432)  0.14

=====

Computed, not measured: C33H42FN4O4S4SiTi as an isolated structure at a distorted geometry, with wB97M-V/def2-TZVPD.

Properties
**Energy**: -4634.4998 Ha
**E_HOMO**: -5.44 eV
**Lowest unoccupied orbital energy**: 1.670 eV
**Charge**: -1
**Energy above the lowest of the compared OMol25 structures with the same formula, charge and spin**: 31.1 kcal/mol

Each line ends with the Löwdin charge.
Element x y z (Å)
Ti (-0.887, 0.222, -0.242)  0.94
C (-2.862, 0.252, -2.853)  -0.15
N (-1.783, -0.469, -2.164)  -0.05
C (-1.287, -1.523, -2.717)  -0.07
C (-0.200, -2.177, -2.060)  -0.36
C (0.565, -3.309, -2.339)  -0.06
C (1.407, -3.484, -1.233)  -0.10
C (1.106, -2.443, -0.344)  -0.21
N (0.147, -1.653, -0.844)  -0.06
C (-4.181, -0.468, -2.695)  -0.21
C (-4.899, -0.906, -3.798)  -0.05
C (-6.097, -1.595, -3.635)  -0.09
C (-6.578, -1.854, -2.364)  -0.10
C (-5.866, -1.414, -1.252)  -0.08
C (-4.677, -0.724, -1.415)  -0.04
H (-2.614, 0.364, -3.912)  0.12
H (-2.922, 1.244, -2.407)  0.11
H (-1.677, -1.904, -3.663)  0.14
H (0.495, -3.934, -3.217)  0.10
H (2.129, -4.272, -1.083)  0.08
H (1.506, -2.237, 0.639)  0.06
H (-4.523, -0.704, -4.795)  0.11
H (-6.648, -1.930, -4.505)  0.10
H (-7.508, -2.394, -2.234)  0.10
H (-6.245, -1.608, -0.257)  0.10
H (-4.121, -0.364, -0.557)  0.10
C (-3.998, -2.518, 2.102)  -0.16
Si (-2.162, -2.478, 1.643)  0.42
C (-1.137, -3.485, 2.852)  -0.16
C (-2.199, -3.432, 0.038)  -0.15
N (-1.528, -0.844, 1.530)  -0.13
C (-1.644, -0.037, 2.624)  -0.35
C (-2.288, -0.298, 3.852)  -0.04
C (-2.309, 0.632, 4.880)  -0.10
C (-1.686, 1.868, 4.770)  -0.11
C (-0.993, 2.150, 3.599)  -0.02
C (-1.005, 1.196, 2.620)  -0.23
F (-0.205, 1.406, 1.500)  -0.07
H (-4.349, -3.548, 1.988)  0.03
H (-4.537, -1.909, 1.371)  0.01
H (-4.293, -2.178, 3.094)  0.02
H (-1.486, -4.521, 2.877)  0.03
H (-1.147, -3.091, 3.873)  0.02
H (-0.101, -3.489, 2.502)  0.01
H (-2.678, -4.387, 0.279)  0.04
H (-1.215, -3.657, -0.373)  0.01
H (-2.814, -2.952, -0.728)  0.03
H (-2.772, -1.253, 4.010)  0.07
H (-2.831, 0.377, 5.795)  0.10
H (-1.723, 2.589, 5.574)  0.09
H (-0.454, 3.075, 3.443)  0.12
C (4.649, -1.593, 0.556)  -0.52
C (4.441, -0.151, 0.102)  -0.51
S (2.823, 0.635, 0.324)  0.89
C (2.979, 1.533, 1.880)  -0.51
C (2.958, 0.730, 3.186)  -0.51
S (1.847, -0.710, 3.206)  0.88
C (2.890, -1.963, 3.983)  -0.55
C (3.778, -2.753, 3.036)  -0.54
S (5.146, -1.821, 2.287)  0.87
H (5.471, -2.000, -0.036)  0.07
H (3.773, -2.200, 0.344)  0.05
H (4.591, -0.121, -0.979)  0.07
H (5.196, 0.506, 0.537)  0.07
H (2.151, 2.242, 1.848)  0.06
H (3.900, 2.119, 1.842)  0.08
H (2.653, 1.407, 3.987)  0.07
H (3.958, 0.369, 3.408)  0.03
H (2.188, -2.655, 4.455)  0.07
H (3.476, -1.510, 4.786)  0.08
H (3.186, -3.190, 2.232)  0.06
H (4.243, -3.577, 3.582)  0.07
N (0.332, 1.449, -1.601)  0.01
C (-0.036, 2.796, -2.050)  -0.29
C (-0.670, 3.691, -1.206)  -0.03
C (-0.943, 4.975, -1.662)  -0.04
C (-0.595, 5.362, -2.948)  -0.25
C (0.016, 4.449, -3.795)  -0.05
C (0.303, 3.171, -3.343)  -0.04
S (-0.887, 7.051, -3.500)  0.39
O (-2.155, 7.410, -2.886)  -0.37
O (-0.915, 6.947, -4.951)  -0.38
O (0.262, 7.772, -2.972)  -0.37
H (0.307, 0.855, -2.426)  0.09
H (1.309, 1.476, -1.310)  0.01
H (-0.973, 3.379, -0.216)  0.09
H (-1.448, 5.689, -1.024)  0.12
H (0.258, 4.759, -4.803)  0.11
H (0.797, 2.458, -3.997)  0.11
O (-2.168, 1.183, -0.226)  -0.33

=====

- energy above the lowest of the compared OMol25 structures with the same formula, charge and spin of number 2 (C3H12AgClN2O3)?
  0.0 kcal/mol

=====

- The highest energy belongs to which entry?
  C3H12AgClN2O3

=====

- Number 2 is which compound?
  C3H12AgClN2O3